{"formula": "C3H10CsN2O2", "method": "wB97M-V/def2-TZVPD", "homo_lumo_gap_ev": 10.5, "total_charge": 1, "symbols": ["C", "H", "C", "H", "O", "Cs", "H", "N", "H", "N", "O", "C", "H", "H", "H", "H", "H", "H"], "xyz": [[-2.135, -1.299, 2.671], [4.101, 1.464, -1.911], [2.031, 1.211, -1.804], [-2.054, -2.318, 0.749], [1.056, 1.164, -1.048], [0.645, 1.064, 1.862], [-1.049, -1.212, 2.746], [3.266, 1.604, -1.370], [1.049, 0.570, -3.460], [1.935, 0.894, -3.122], [-1.976, -0.240, 0.583], [-2.489, -1.427, 1.207], [-2.489, -2.115, 3.295], [-1.880, -0.363, -0.366], [-3.573, -1.484, 1.068], [3.396, 1.933, -0.434], [2.745, 0.930, -3.712], [-2.581, -0.375, 3.047]]}

{"formula": "C3H10FNP", "method": "wB97M-V/def2-TZVPD", "smiles": "C=[P@@](C)(F)C[NH3+]", "homo_lumo_gap_ev": 9.1, "total_charge": 1, "symbols": ["H", "F", "H", "H", "H", "H", "C", "N", "C", "P", "C", "H", "H", "H", "H", "H"], "xyz": [[-2.157, 1.479, 0.286], [-1.032, -1.658, -0.095], [-0.545, 0.762, -1.611], [-2.054, -0.299, 0.515], [0.168, 1.467, 0.848], [0.070, 0.250, 2.074], [0.257, -0.058, -1.869], [-1.754, 0.656, 0.876], [-0.217, 0.533, 1.055], [0.554, -0.752, -0.152], [2.108, -1.274, 0.240], [-0.165, -0.943, -2.496], [1.210, 0.364, -2.177], [-2.103, 0.774, 1.850], [2.246, -1.384, 1.321], [2.428, -2.214, -0.347]]}

{"formula": "C3H10INOP", "method": "wB97M-V/def2-TZVPD", "homo_lumo_gap_ev": 8.5, "total_charge": 1, "symbols": ["H", "N", "H", "C", "C", "H", "H", "O", "P", "H", "H", "H", "I", "H", "H", "H", "C"], "xyz": [[0.687, 0.476, 0.807], [1.559, 1.110, 0.638], [2.266, 0.504, 0.936], [-0.878, -3.718, -0.883], [1.616, 2.301, 0.161], [0.067, -4.064, -1.319], [2.606, 2.615, 0.072], [-0.543, -0.225, 1.328], [-1.811, -0.947, 1.267], [-0.565, -2.694, -0.586], [0.440, 3.766, -0.808], [-1.129, -4.332, -0.061], [-2.963, 0.028, -0.655], [-0.443, 2.433, -0.109], [-1.652, -3.892, -1.661], [0.331, 3.598, 0.914], [0.412, 3.041, -0.040]]}

{"formula": "C3H10N2", "method": "wB97M-V/def2-TZVPD", "smiles": "CCNCN", "homo_lumo_gap_ev": 9.7, "symbols": ["C", "C", "H", "H", "H", "H", "H", "H", "C", "H", "H", "H", "N", "N", "H"], "xyz": [[-1.276, 0.472, 0.033], [0.597, -1.079, 0.586], [-0.972, 1.749, -1.632], [2.474, -0.360, 1.460], [2.565, -1.844, 0.341], [0.543, 0.422, -0.915], [-2.111, -0.214, -0.079], [0.146, -0.905, 1.564], [2.120, -0.884, 0.589], [0.325, -2.064, 0.231], [-2.487, 1.648, -1.083], [2.411, -0.403, -0.351], [-0.065, -0.210, -0.416], [-1.521, 1.662, -0.788], [-1.131, 0.841, 1.050]]}

{"formula": "C3H10N2", "method": "wB97M-V/def2-TZVPD", "smiles": "[H]/N=C\\N.CC", "homo_lumo_gap_ev": 10.4, "symbols": ["H", "C", "H", "H", "N", "H", "C", "H", "N", "C", "H", "H", "H", "H", "H"], "xyz": [[1.558, -1.268, 0.414], [-2.033, 0.048, 0.508], [-3.100, 0.103, 0.816], [2.885, 0.706, -1.214], [1.760, 1.107, 0.355], [2.150, 2.039, 0.351], [2.371, 0.136, -0.423], [-2.203, -1.576, -0.922], [2.355, -1.119, -0.214], [-1.643, -0.645, -0.780], [-0.587, -0.909, -0.737], [1.571, 0.821, 1.307], [-1.798, 0.019, -1.623], [-1.695, -0.487, 1.409], [-1.591, 1.025, 0.754]]}

{"formula": "C3H10N2", "method": "wB97M-V/def2-TZVPD", "smiles": "[H]/N=C/N.CC", "homo_lumo_gap_ev": 10.2, "symbols": ["H", "C", "H", "C", "H", "C", "H", "H", "H", "H", "N", "H", "H", "H", "N"], "xyz": [[-1.805, -3.759, 2.391], [2.036, 4.651, -1.134], [-1.173, -4.417, -0.430], [-1.087, -4.294, 1.694], [-1.020, -5.371, 1.990], [-1.690, -3.997, 0.374], [0.741, 3.388, -0.373], [-1.524, -2.911, 0.214], [2.852, 4.046, -0.768], [-2.859, -4.175, 0.502], [1.911, 5.905, -1.657], [0.031, 4.434, -1.618], [2.864, 6.363, -1.865], [-0.096, -3.855, 1.853], [0.819, 3.991, -1.174]]}

{"formula": "C3H10N2", "method": "wB97M-V/def2-TZVPD", "smiles": "CNCCN", "homo_lumo_gap_ev": 10.2, "symbols": ["C", "N", "H", "H", "H", "H", "H", "C", "C", "H", "H", "H", "N", "H", "H"], "xyz": [[2.069, 0.778, -0.819], [1.037, -0.243, -0.752], [-3.063, -0.058, -0.080], [-0.655, -1.389, 1.356], [-1.194, -1.571, -0.377], [2.324, 1.182, 0.190], [0.220, 0.784, 0.970], [-1.107, -0.814, 0.440], [-0.121, 0.262, 0.068], [1.479, -0.974, -0.155], [-2.819, -0.823, 1.649], [3.029, 0.416, -1.244], [-2.322, -0.158, 0.800], [1.770, 1.599, -1.477], [-0.647, 1.009, -0.569]]}

{"formula": "C3H10N2O", "method": "wB97M-V/def2-TZVPD", "smiles": "CNCO.C=N", "homo_lumo_gap_ev": 9.9, "symbols": ["N", "C", "C", "H", "H", "H", "H", "H", "H", "H", "O", "C", "N", "H", "H", "H"], "xyz": [[-0.898, 1.524, 1.300], [-0.091, 0.751, 0.387], [-1.759, 0.642, 2.134], [3.310, -1.720, -2.222], [0.504, 1.459, -0.201], [0.603, 0.109, 0.937], [2.685, -1.562, -0.462], [-0.330, -0.612, -0.976], [-2.617, 0.280, 1.568], [-1.506, 2.060, 0.684], [-0.915, -0.028, -0.465], [2.488, -1.546, -1.529], [1.311, -1.324, -1.933], [1.278, -1.329, -2.950], [-2.128, 1.244, 2.964], [-1.138, -0.173, 2.494]]}

{"formula": "C3H10N2O", "method": "wB97M-V/def2-TZVPD", "smiles": "NCCNCO", "homo_lumo_gap_ev": 9.8, "symbols": ["N", "H", "H", "H", "H", "H", "H", "C", "N", "H", "H", "C", "H", "H", "O", "C"], "xyz": [[2.033, 0.585, -1.317], [1.350, -1.340, -0.756], [2.131, 0.942, -2.257], [-2.254, 0.451, 0.917], [0.790, -0.906, -2.297], [-1.745, -1.060, 1.476], [-1.012, -0.792, -0.833], [1.012, -0.466, -1.315], [-0.127, 0.075, 0.814], [0.275, 0.988, 1.022], [-1.772, -0.062, 3.324], [-0.264, -0.010, -0.633], [2.940, 0.156, -1.204], [-0.631, 0.902, -1.128], [-1.327, 0.555, 2.735], [-1.400, -0.019, 1.452]]}

{"formula": "C3H10N2O", "method": "wB97M-V/def2-TZVPD", "smiles": "NCNCCO", "homo_lumo_gap_ev": 10.2, "symbols": ["C", "C", "H", "H", "C", "H", "H", "H", "O", "H", "H", "N", "H", "H", "H", "N"], "xyz": [[1.081, -1.106, 1.120], [-0.320, 0.143, -0.539], [0.299, 1.044, -0.499], [0.033, -0.406, -1.412], [-1.787, 0.447, -0.833], [3.022, -0.559, 1.194], [-0.533, 0.222, 1.422], [2.138, 0.624, 0.543], [-1.941, 1.633, -1.651], [-2.400, -0.292, -1.342], [-1.284, 1.694, -2.314], [-0.238, -0.504, 0.784], [0.964, -2.088, 0.653], [1.029, -1.227, 2.196], [-2.284, 0.762, 0.085], [2.220, -0.387, 0.593]]}

{"formula": "C3H10N2O", "method": "wB97M-V/def2-TZVPD", "homo_lumo_gap_ev": [8.6, 8.6], "symbols": ["H", "C", "H", "H", "H", "H", "H", "H", "H", "C", "H", "N", "C", "O", "H", "N"], "xyz": [[0.077, -2.297, -0.434], [0.373, -1.264, -0.255], [0.821, 1.138, 1.168], [0.948, -0.127, 2.388], [-1.329, -1.007, 1.023], [-0.923, 2.210, -1.841], [2.060, -0.106, -0.238], [-2.433, 1.601, -1.819], [-0.205, -0.592, -1.133], [0.249, 0.380, 1.710], [2.152, -1.393, -1.241], [-1.604, 1.742, -1.246], [-0.359, -0.601, 0.772], [-1.130, 0.504, -0.818], [-0.507, 0.895, 2.301], [1.810, -1.084, -0.339]]}

{"formula": "C3H10N2O", "method": "wB97M-V/def2-TZVPD", "homo_lumo_gap_ev": 9.9, "symbols": ["H", "H", "H", "H", "H", "H", "C", "O", "N", "C", "N", "C", "H", "H", "H", "H"], "xyz": [[0.912, -0.968, 0.720], [0.853, 1.938, 0.622], [-0.514, -1.416, -1.151], [2.702, 0.232, -0.585], [-2.778, -0.889, 0.070], [-1.512, -1.604, 1.092], [-1.788, -0.731, 0.502], [-1.145, 0.503, -1.513], [0.769, 1.039, 1.081], [0.791, -0.053, 0.137], [1.785, -0.045, -0.918], [-0.821, -0.499, -0.632], [1.457, 0.952, 1.817], [1.506, 0.546, -1.695], [-0.388, 0.846, -0.692], [-1.829, 0.148, 1.145]]}

In the order shown, the computed largest force on an atom values come out to 0.8 2.7 3.1 1.9 2.6 6.6 5.5 1.1 1.4 2.6 0.7 4.8 eV/A.
In the order shown, the computed energy relative to the best compared isomer or geometry (same formula, charge and spin) values come out to 0.0 159.6 94.4 100.0 80.4 141.9 156.9 179.4 139.9 176.4 510.7 351.7 kJ/mol.